Entry 1:
Density functional theory data (the ωB97M-V functional and the def2-TZVPD basis) for a molecular structure, C61H41Cl4MnN5O6S.

Summary:
E_HOMO (alpha / beta) = -0.46 / -1.10 eV
net charge = -2
total energy = -175906.306 eV
gap between HOMO and LUMO (alpha / beta) = 4.0 / 4.6 eV
M = 1168.845 g mol⁻¹
2S+1 = 6
<S²> = 8.8641

Cartesian coordinates (Å):
Mn (-0.0568, 0.4065, 0.3094)
C (-0.6255, 0.1717, 10.1794)
O (-0.8118, -0.9295, 9.3192)
C (-0.7547, -0.6657, 7.9783)
C (-0.8721, 0.6067, 7.4409)
C (-0.7891, 0.7760, 6.0594)
C (-0.5720, -0.2987, 5.2070)
C (-0.4838, -1.5731, 5.7683)
C (-0.5775, -1.7573, 7.1386)
C (-0.4082, -0.0605, 3.7403)
C (0.8531, -0.1789, 3.2011)
C (1.9771, -0.7295, 3.8991)
C (3.0205, -0.7304, 3.0377)
C (2.5651, -0.1132, 1.8129)
N (1.2400, 0.1941, 1.9229)
C (3.3562, 0.1676, 0.7079)
C (2.8509, 0.9265, -0.3877)
C (3.6699, 1.5994, -1.3307)
C (2.8324, 2.2693, -2.1927)
C (1.5166, 2.0068, -1.7676)
C (0.3588, 2.4385, -2.4508)
C (0.5624, 3.2916, -3.6610)
C (0.9455, 4.6282, -3.5280)
C (1.2263, 5.4113, -4.6347)
C (1.1367, 4.8676, -5.9104)
O (1.4783, 5.6935, -6.9482)
C (1.6769, 5.0802, -8.2052)
C (0.7198, 3.5556, -6.0710)
C (0.4336, 2.7818, -4.9448)
C (-0.9073, 2.0884, -2.1002)
N (-1.2674, 1.4219, -0.9435)
C (-2.6265, 1.2815, -0.9814)
C (-3.4296, 0.8571, 0.0537)
C (-4.8934, 0.7726, -0.1993)
C (-5.8031, 1.6427, 0.4003)
C (-7.1439, 1.6487, 0.0268)
C (-7.5880, 0.7656, -0.9404)
O (-8.9084, 0.8216, -1.3563)
C (-9.0564, 1.4974, -2.5942)
C (-6.7135, -0.1486, -1.5058)
C (-5.3739, -0.1403, -1.1370)
C (-2.9285, 0.5906, 1.3399)
C (-3.7311, 0.3502, 2.4972)
C (-2.8721, 0.1551, 3.5400)
C (-1.5563, 0.2404, 3.0116)
N (-1.6125, 0.5164, 1.6625)
C (-3.1359, 1.8543, -2.2115)
C (-2.0881, 2.3758, -2.8762)
N (1.5404, 1.1988, -0.6460)
C (4.7695, -0.2855, 0.6407)
C (5.7022, -0.0803, 1.6639)
C (7.0379, -0.4319, 1.5176)
C (7.4877, -0.9901, 0.3340)
O (8.8350, -1.2342, 0.2280)
C (9.3652, -1.2092, -1.0824)
C (6.5793, -1.2603, -0.6795)
C (5.2415, -0.9173, -0.5156)
H (-0.4801, -0.2372, 11.1758)
H (-1.4988, 0.8315, 10.1951)
H (0.2521, 0.7576, 9.8955)
H (-1.0261, 1.4707, 8.0773)
H (-0.8856, 1.7676, 5.6324)
H (-0.3443, -2.4267, 5.1151)
H (-0.5080, -2.7454, 7.5812)
H (1.9681, -1.0990, 4.9126)
H (4.0054, -1.1334, 3.2124)
H (4.7485, 1.6072, -1.3280)
H (3.1108, 2.8719, -3.0451)
H (1.0305, 5.0490, -2.5326)
H (1.5294, 6.4473, -4.5318)
H (2.1100, 5.8388, -8.8528)
H (0.7358, 4.7315, -8.6416)
H (2.3655, 4.2339, -8.1331)
H (0.6211, 3.1169, -7.0554)
H (0.1173, 1.7520, -5.0758)
H (-5.4457, 2.3534, 1.1373)
H (-7.8433, 2.3548, 0.4631)
H (-10.1016, 1.4064, -2.8904)
H (-8.4234, 1.0586, -3.3688)
H (-8.8024, 2.5575, -2.4972)
H (-7.0802, -0.8571, -2.2411)
H (-4.6763, -0.8397, -1.5914)
H (-4.8092, 0.3127, 2.5146)
H (-3.1143, -0.0723, 4.5679)
H (-4.1743, 1.8734, -2.5007)
H (-2.0981, 2.9034, -3.8189)
H (5.3907, 0.4127, 2.5765)
H (7.7547, -0.2467, 2.3113)
H (10.4383, -1.0521, -0.9862)
H (8.9344, -0.3948, -1.6705)
H (9.1950, -2.1517, -1.6117)
H (6.8990, -1.7357, -1.5999)
H (4.5349, -1.1444, -1.3071)
Cl (-2.4018, -5.9554, 2.1195)
C (-2.2179, -4.6689, 0.9571)
C (-2.9102, -4.6938, -0.2326)
Cl (-3.9205, -6.0627, -0.6231)
C (-2.7796, -3.6237, -1.1377)
Cl (-3.6731, -3.6378, -2.6426)
C (-1.9589, -2.4954, -0.8930)
O (-1.8859, -1.4907, -1.6610)
C (-1.1351, -2.5428, 0.3231)
O (-0.2163, -1.6307, 0.5594)
C (-1.3470, -3.5842, 1.2206)
Cl (-0.4309, -3.5412, 2.7061)
S (0.0213, -2.7094, -4.0203)
C (0.4693, -1.2098, -3.2436)
N (1.2025, -1.3009, -2.1997)
C (1.4360, -2.6397, -1.8859)
C (2.1541, -3.0999, -0.7806)
C (2.2936, -4.4611, -0.5937)
C (1.7223, -5.3770, -1.4875)
C (1.0008, -4.9393, -2.5835)
C (0.8672, -3.5637, -2.7755)
H (0.1385, -0.2684, -3.6721)
H (2.5518, -2.3802, -0.0732)
H (2.8394, -4.8259, 0.2699)
H (1.8223, -6.4423, -1.3088)
H (0.5368, -5.6450, -3.2662)


Entry 2:
Density functional theory data (the ωB97M-V functional and the def2-TZVPD basis) for a molecular structure, C61H43BNO7P2SSn.

Summary:
E_HOMO = -9.93 eV
net charge = +1
total energy = -115697.269 eV
gap between HOMO and LUMO = 6.4 eV
M = 1125.553 g mol⁻¹
2S+1 = 1

Cartesian coordinates (Å):
Sn (-1.2997, -0.1876, 0.9288)
O (0.8012, 3.5021, 2.5037)
C (-0.0929, 2.6959, 2.4667)
O (-0.1310, 1.5331, 1.8892)
C (-1.4545, 2.9757, 3.0961)
C (-2.1700, 4.1358, 2.9553)
C (-3.5335, 4.1063, 3.2461)
C (-4.1675, 2.8881, 3.4550)
C (-3.4125, 1.7344, 3.5244)
N (-2.0662, 1.8501, 3.5295)
C (-3.9513, 0.3349, 3.1331)
O (-4.8872, -0.1665, 3.6937)
O (-3.2794, -0.0522, 2.1018)
H (-1.6579, 5.0293, 2.6263)
H (-4.1153, 5.0185, 3.2101)
H (-5.2415, 2.8093, 3.5448)
O (-1.6959, -1.4268, -1.6431)
S (-0.2064, -1.1880, -1.8387)
C (0.4939, -2.8152, -1.9364)
C (-0.1651, -3.7079, -2.7510)
C (0.3766, -4.9627, -3.0863)
C (1.6379, -5.2526, -2.6434)
C (2.5220, -6.4554, -2.8675)
C (3.8624, -6.1019, -2.1666)
C (3.5952, -4.7891, -1.4702)
C (4.3581, -4.0228, -0.6377)
C (3.7617, -2.8872, -0.0499)
C (2.4784, -2.4520, -0.3224)
P (1.6902, -1.2613, 0.8604)
C (2.7795, 0.1896, 0.7308)
C (2.7380, 1.1386, 1.7533)
C (3.5249, 2.2768, 1.6834)
C (4.3452, 2.4910, 0.5827)
C (4.3592, 1.5735, -0.4564)
C (3.5761, 0.4284, -0.3874)
C (2.2160, -2.0639, 2.4264)
C (1.5130, -3.2224, 2.7594)
C (1.9071, -4.0052, 3.8331)
C (3.0000, -3.6241, 4.6012)
C (3.6790, -2.4529, 4.3017)
C (3.2923, -1.6749, 3.2178)
C (1.7366, -3.1431, -1.3208)
C (2.3011, -4.3422, -1.7960)
C (-0.0284, -0.6031, -3.5169)
C (0.8431, -1.2163, -4.3888)
C (1.0484, -0.7627, -5.7086)
C (0.3207, 0.3067, -6.1390)
C (0.2781, 1.0006, -7.4777)
C (-0.8290, 2.0779, -7.3287)
C (-1.2465, 1.9984, -5.8825)
C (-2.1427, 2.7348, -5.1607)
C (-2.2731, 2.4520, -3.7909)
C (-1.5842, 1.4501, -3.1310)
P (-1.7964, 1.5418, -1.2948)
C (-1.3894, 3.2819, -0.9381)
C (-2.3212, 4.3195, -0.9643)
C (-1.9248, 5.6190, -0.6930)
C (-0.6002, 5.8921, -0.3848)
C (0.3301, 4.8643, -0.3483)
C (-0.0609, 3.5608, -0.6213)
C (-3.6132, 1.4167, -1.1652)
C (-4.3188, 0.6092, -2.0594)
C (-5.6745, 0.3838, -1.8832)
C (-6.3415, 0.9594, -0.8125)
C (-5.6455, 1.7531, 0.0863)
C (-4.2855, 1.9679, -0.0759)
C (-0.7258, 0.5939, -3.8911)
C (-0.5602, 0.9493, -5.2434)
H (-1.1184, -3.4075, -3.1708)
H (-0.1822, -5.6401, -3.7190)
H (2.6537, -6.6691, -3.9283)
H (2.0639, -7.3401, -2.4222)
H (4.6704, -5.9922, -2.8920)
H (4.1720, -6.8723, -1.4609)
H (5.3733, -4.2943, -0.3760)
H (4.3312, -2.3565, 0.7034)
H (2.0851, 0.9913, 2.6049)
H (3.4864, 2.9983, 2.4896)
H (4.9670, 3.3759, 0.5324)
H (4.9903, 1.7416, -1.3200)
H (3.5947, -0.2860, -1.2017)
H (0.6717, -3.5337, 2.1493)
H (1.3694, -4.9162, 4.0634)
H (3.3180, -4.2382, 5.4339)
H (4.5287, -2.1543, 4.9024)
H (3.8398, -0.7718, 2.9799)
H (1.3842, -2.0938, -4.0676)
H (1.7456, -1.2831, -6.3521)
H (0.0592, 0.2984, -8.2821)
H (1.2475, 1.4481, -7.7015)
H (-1.6769, 1.8655, -7.9819)
H (-0.4737, 3.0759, -7.5847)
H (-2.7228, 3.5339, -5.6044)
H (-2.9390, 3.0828, -3.2169)
H (-3.3599, 4.1178, -1.1954)
H (-2.6525, 6.4204, -0.7251)
H (-0.2948, 6.9077, -0.1671)
H (1.3558, 5.0691, -0.0907)
H (0.6668, 2.7565, -0.5746)
H (-3.8039, 0.1542, -2.8945)
H (-6.2113, -0.2440, -2.5824)
H (-7.3998, 0.7852, -0.6712)
H (-6.1717, 2.1983, 0.9198)
H (-3.7430, 2.5872, 0.6287)
O (-1.6165, -0.4903, 4.3706)
B (-1.2102, 0.7930, 4.1486)
O (-0.0687, 1.1374, 4.8186)
C (0.2444, 0.0024, 5.5534)
C (1.2584, -0.1798, 6.4615)
C (1.2718, -1.4033, 7.1271)
C (0.3111, -2.3803, 6.8803)
C (-0.7036, -2.1856, 5.9457)
C (-0.6977, -0.9773, 5.2946)
H (1.9884, 0.5932, 6.6567)
H (2.0428, -1.5927, 7.8612)
H (0.3446, -3.3078, 7.4352)
H (-1.4661, -2.9277, 5.7548)


Entry 3:
Density functional theory data (the ωB97M-V functional and the def2-TZVPD basis) for a molecular structure, C61H49P3PtSi.

Summary:
E_HOMO (alpha / beta) = -5.61 / -5.61 eV
total energy = -103046.000 eV
gap between HOMO and LUMO (alpha / beta) = 6.1 / 6.1 eV
M = 1098.149 g mol⁻¹
2S+1 = 1

Cartesian coordinates (Å):
Pt (0.1409, 0.0409, -0.4526)
C (-2.4593, -2.3980, 4.5279)
C (-1.7568, -1.3670, 5.1478)
C (-0.9932, -0.4992, 4.3905)
C (-0.9519, -0.6212, 2.9968)
C (-1.6343, -1.6676, 2.3951)
C (-2.3819, -2.5584, 3.1577)
P (0.1154, 0.4130, 1.9299)
C (1.6587, 0.2508, 2.8928)
C (2.1326, 1.1785, 3.8129)
C (3.2769, 0.9053, 4.5544)
C (3.9522, -0.2922, 4.3796)
C (3.4892, -1.2183, 3.4534)
C (2.3540, -0.9461, 2.7118)
C (-0.3805, 2.1901, 2.1535)
C (-0.8691, 2.6895, 3.3541)
C (-1.2106, 4.0303, 3.4833)
C (-1.0596, 4.8821, 2.4092)
C (-0.5962, 4.3823, 1.2019)
C (-0.2607, 3.0354, 1.0512)
Si (0.0703, 2.3093, -0.6817)
C (-1.3730, 2.7903, -1.8114)
C (-1.5181, 4.0239, -2.4456)
C (-2.5638, 4.2554, -3.3271)
C (-3.4791, 3.2473, -3.5950)
C (-3.3626, 2.0192, -2.9630)
C (-2.3185, 1.7953, -2.0723)
P (-2.1300, 0.2626, -1.0878)
C (-3.0265, -1.0047, -2.0385)
C (-2.2991, -1.9096, -2.8019)
C (-2.9533, -2.8411, -3.5961)
C (-4.3375, -2.8740, -3.6331)
C (-5.0730, -1.9696, -2.8782)
C (-4.4222, -1.0382, -2.0854)
C (-3.2887, 0.6374, 0.2867)
C (-3.9418, -0.3905, 0.9635)
C (-4.7316, -0.1214, 2.0706)
C (-4.8807, 1.1823, 2.5205)
C (-4.2473, 2.2161, 1.8466)
C (-3.4622, 1.9463, 0.7354)
C (1.6058, 2.9657, -1.5577)
C (1.9094, 4.3096, -1.7940)
C (3.0011, 4.6663, -2.5664)
C (3.8195, 3.6831, -3.1145)
C (3.5592, 2.3487, -2.8614)
C (2.4539, 1.9931, -2.0913)
P (2.2191, 0.2994, -1.4445)
C (3.7110, 0.3246, -0.3703)
C (3.7230, 1.2950, 0.6320)
C (4.8468, 1.4996, 1.4096)
C (5.9771, 0.7156, 1.2151)
C (5.9760, -0.2546, 0.2275)
C (4.8534, -0.4417, -0.5726)
C (2.5945, -0.8644, -2.7771)
C (2.9304, -2.1859, -2.4759)
C (3.0703, -3.1201, -3.4926)
C (2.8643, -2.7493, -4.8124)
C (2.5060, -1.4425, -5.1178)
C (2.3643, -0.5071, -4.1056)
H (-3.0403, -3.0902, 5.1244)
H (-1.7854, -1.2596, 6.2245)
H (-0.3920, 0.2472, 4.8944)
H (-1.5524, -1.8045, 1.3218)
H (-2.8812, -3.3861, 2.6698)
H (1.6187, 2.1210, 3.9536)
H (3.6385, 1.6327, 5.2704)
H (4.8434, -0.5021, 4.9570)
H (4.0193, -2.1496, 3.3014)
H (2.0019, -1.6666, 1.9806)
H (-1.0135, 2.0307, 4.1980)
H (-1.5996, 4.3995, 4.4238)
H (-1.3224, 5.9285, 2.5020)
H (-0.5309, 5.0506, 0.3495)
H (-0.7934, 4.8126, -2.2786)
H (-2.6536, 5.2146, -3.8213)
H (-4.2829, 3.4163, -4.3001)
H (-4.0775, 1.2354, -3.1764)
H (-1.2221, -1.8891, -2.7501)
H (-2.3756, -3.5485, -4.1770)
H (-4.8473, -3.6065, -4.2458)
H (-6.1550, -1.9920, -2.9030)
H (-5.0040, -0.3429, -1.4939)
H (-3.8367, -1.4126, 0.6218)
H (-5.2202, -0.9365, 2.5886)
H (-5.4919, 1.3911, 3.3891)
H (-4.3615, 3.2390, 2.1827)
H (-2.9829, 2.7693, 0.2205)
H (1.2934, 5.0926, -1.3662)
H (3.2214, 5.7115, -2.7425)
H (4.6731, 3.9630, -3.7184)
H (4.2242, 1.5824, -3.2432)
H (2.8474, 1.9142, 0.7930)
H (4.8371, 2.2629, 2.1761)
H (6.8553, 0.8659, 1.8300)
H (6.8555, -0.8636, 0.0616)
H (4.8888, -1.1762, -1.3642)
H (3.0557, -2.4968, -1.4478)
H (3.3222, -4.1430, -3.2453)
H (2.9717, -3.4803, -5.6034)
H (2.3320, -1.1515, -6.1456)
H (2.0647, 0.5053, -4.3497)
C (0.3099, -2.4420, -0.7809)
C (-0.1486, -3.7086, -0.2871)
C (-0.1084, -4.0758, 1.0744)
C (-0.5369, -5.3155, 1.5145)
C (-1.0204, -6.2686, 0.6257)
C (-1.0469, -5.9424, -0.7257)
C (-0.6274, -4.7021, -1.1710)
H (0.9042, -1.9168, -0.0365)
H (0.5283, -2.3167, -1.8255)
H (0.2896, -3.3708, 1.7952)
H (-0.4838, -5.5453, 2.5735)
H (-1.3517, -7.2381, 0.9723)
H (-1.4042, -6.6701, -1.4461)
H (-0.6580, -4.4767, -2.2321)